[1]
Formula: C26H44BrNOP2Ti
Source: OMol25
Level of theory: the ωB97M-V functional and the def2-TZVPD basis

## Properties
HOMO (alpha / beta), eV: -12.8 / -12.7
Multiplicity: 3
Net charge: +2

Last column: Löwdin spin population.
CARTESIAN COORDINATES (ANGSTROEM)
N 2.23 6.15 2.44  -0.0014
C 3.14 5.22 2.76  0.0001
C 3.01 3.88 2.38  -0.0016
C 1.95 3.50 1.54  0.0020
C 0.98 4.47 1.23  0.0008
C 1.16 5.78 1.73  0.0007
C 1.99 2.12 0.95  -0.0130
Ti 0.64 0.66 0.72  0.9664
P -1.43 -2.51 -2.14  0.6084
C 1.61 1.84 -0.46  -0.0268
C 2.35 0.84 -1.28  0.0000
C 1.67 -0.13 -2.05  0.0041
C 2.38 -1.09 -2.80  0.0015
C 3.78 -1.11 -2.79  0.0002
C 4.46 -0.12 -2.05  0.0000
C 3.77 0.85 -1.34  -0.0002
Br 4.67 -2.51 -3.55  0.0001
H 2.86 1.58 1.35  0.0038
H 0.96 2.57 -0.99  -0.0023
H 3.78 3.18 2.69  0.0002
H 0.12 4.25 0.58  0.0007
H 3.99 5.55 3.36  0.0000
H 0.40 6.55 1.54  0.0001
H 0.58 -0.19 -1.99  0.0019
H 4.29 1.63 -0.77  0.0000
H 1.85 -1.86 -3.33  0.0012
H 5.55 -0.14 -2.03  -0.0001
P -1.69 0.38 1.63  0.0142
C -0.46 -2.94 -3.64  0.0706
C -1.23 -3.58 -4.80  0.0132
H 0.33 -3.63 -3.30  0.0019
H 0.00 -2.02 -4.01  0.0136
H -0.53 -3.75 -5.63  -0.0004
H -1.65 -4.56 -4.55  0.0011
H -2.03 -2.94 -5.17  0.0004
C -1.84 -0.77 -2.43  0.1034
C -3.23 -0.63 -3.12  0.0170
H -1.06 -0.29 -3.04  0.0159
H -1.87 -0.27 -1.45  0.0041
H -3.61 0.40 -3.01  0.0000
H -3.18 -0.86 -4.20  0.0004
H -3.95 -1.32 -2.66  0.0059
C -0.25 -3.13 -0.88  0.1044
C -0.40 -4.66 -0.66  0.0127
H -0.44 -2.58 0.06  -0.0001
H 0.75 -2.89 -1.28  0.0193
H -0.21 -4.90 0.40  0.0000
H -1.40 -5.02 -0.92  0.0059
H 0.34 -5.23 -1.25  0.0001
C -1.90 -1.21 2.52  -0.0001
C -3.01 -1.27 3.57  -0.0003
H -0.93 -1.45 2.97  0.0000
H -2.08 -1.97 1.74  0.0001
H -2.81 -0.62 4.43  0.0000
H -3.99 -1.00 3.15  0.0000
H -3.10 -2.29 3.95  0.0000
C -3.23 0.67 0.67  0.0008
C -3.50 2.10 0.23  0.0003
H -4.06 0.28 1.29  -0.0001
H -3.18 0.01 -0.20  0.0004
H -3.83 2.72 1.08  0.0000
H -2.62 2.57 -0.22  0.0002
H -4.31 2.10 -0.51  0.0001
C -1.66 1.58 2.99  0.0075
C -0.25 1.96 3.43  0.0036
H -2.22 1.16 3.83  0.0007
H -2.22 2.47 2.66  0.0001
H -0.20 3.04 3.65  -0.0001
H 0.04 1.43 4.35  0.0005
H 0.55 1.70 2.68  0.0025
C 2.24 -1.97 1.47  0.0069
O 1.78 -0.62 1.74  0.0213
H 2.21 -2.54 2.40  0.0001
H 3.25 -1.92 1.07  0.0002
H 1.57 -2.45 0.75  0.0018
H 2.34 -0.25 2.46  0.0033

[2]
Formula: C26H44Cl2O2OsP2
Source: OMol25
Level of theory: the ωB97M-V functional and the def2-TZVPD basis

## Properties
HOMO (alpha / beta), eV: -12.2 / -13.4
Multiplicity: 5
Net charge: +2

Last column: Löwdin spin population.
CARTESIAN COORDINATES (ANGSTROEM)
Os 0.54 0.23 2.00  1.3053
C 0.97 0.06 4.64  0.0346
C 1.96 0.51 3.66  0.0114
C 0.15 1.98 3.64  0.0884
C -0.12 0.97 4.63  0.0267
C 1.48 1.76 3.09  0.0652
C 1.10 -1.13 5.50  0.0136
H 1.94 -1.76 5.18  0.0001
H 0.18 -1.74 5.44  0.0037
H 1.26 -0.86 6.55  0.0027
C -1.31 0.94 5.50  0.0035
H -1.33 0.03 6.11  -0.0002
H -2.22 0.95 4.88  0.0007
H -1.37 1.81 6.17  0.0012
C -0.69 3.18 3.41  0.0246
H -0.64 3.89 4.25  0.0080
H -1.74 2.88 3.29  0.0026
H -0.36 3.69 2.51  0.0009
C 2.31 2.80 2.42  0.0241
H 2.76 3.51 3.14  0.0065
H 1.70 3.38 1.72  0.0006
H 3.13 2.34 1.86  0.0008
C 3.37 0.05 3.64  0.0006
H 3.96 0.56 4.42  -0.0003
H 3.84 0.27 2.67  0.0004
H 3.44 -1.03 3.83  0.0001
C -0.49 -1.55 1.48  0.1354
C 0.68 -2.02 2.13  0.0028
C 1.93 -2.44 1.41  0.0010
C 2.38 -1.43 0.34  0.0108
C 1.98 0.03 0.55  0.0339
C 0.76 0.62 0.02  0.0769
C -0.25 -0.23 -0.72  0.0431
C -0.66 -1.54 -0.02  0.0430
H 1.82 -3.42 0.92  -0.0001
H 2.05 -1.79 -0.64  0.0019
H 2.72 -2.59 2.16  -0.0001
H -0.14 -2.39 -0.50  0.0057
H -1.44 -1.72 2.06  0.0187
H 0.56 -2.46 3.12  0.0031
H -1.73 -1.71 -0.20  0.0021
H -1.16 0.37 -0.86  0.0017
H 0.77 1.69 -0.21  0.0172
H 0.11 -0.48 -1.73  0.0083
H 3.48 -1.46 0.34  0.0006
H 2.85 0.70 0.63  0.0053
P -0.87 -0.48 -4.73  0.3351
P -0.57 2.15 -6.15  0.3436
C -0.92 -0.57 -6.61  0.0123
C -1.28 0.78 -7.22  0.0137
H -1.66 -1.32 -6.90  0.0048
H 0.06 -0.92 -6.97  0.0006
H -0.86 0.87 -8.23  0.0059
H -2.36 0.92 -7.30  -0.0004
C -1.37 3.49 -7.14  0.0681
H -0.93 4.45 -6.83  0.0002
H -2.45 3.50 -6.94  -0.0002
H -1.19 3.33 -8.22  0.0139
C 1.05 2.23 -7.06  0.0480
H 0.87 2.23 -8.14  0.0099
H 1.69 1.39 -6.78  -0.0003
H 1.53 3.18 -6.77  0.0002
C -2.35 -1.54 -4.47  0.0598
H -2.45 -1.78 -3.41  0.0003
H -2.26 -2.46 -5.07  0.0119
H -3.25 -0.99 -4.80  -0.0002
C 0.46 -1.73 -4.50  0.0565
H 1.41 -1.29 -4.82  -0.0002
H 0.25 -2.62 -5.11  0.0120
H 0.53 -2.00 -3.44  0.0008
Cl -4.72 -0.96 5.38  0.0561
C -3.82 -2.48 5.12  0.1058
Cl -4.76 -3.69 4.22  0.0532
C -2.54 -2.15 4.30  0.0862
O -1.52 -2.68 4.80  0.5949
O -2.70 -1.45 3.27  0.0718
H -3.55 -2.89 6.09  -0.0011

[3]
Formula: C26H44ClF7N2O5
Source: OMol25
Level of theory: the ωB97M-V functional and the def2-TZVPD basis

## Properties
HOMO, eV: -8.1
Multiplicity: 1
SMILES: CC[C@@H](Cl)[C@]1(C(=O)C(F)(F)C(F)(F)C(F)(F)C(=O)O)C[C@@H]([C@@H](C)F)OC1=O.CCN(CC)CC.CCN(CC)CC
Net charge: 0

Last column: Löwdin charge in e.
CARTESIAN COORDINATES (ANGSTROEM)
C -2.02 3.40 -0.90  -0.1374
C -0.95 2.32 -0.66  -0.2483
C -1.37 1.24 0.38  -0.5364
Cl -3.17 1.01 0.26  0.7344
C -0.59 -0.11 0.24  -0.2171
C -0.80 -0.86 1.58  -0.2442
O -1.81 -1.37 1.77  0.2255
C 0.31 -1.00 2.70  -0.3713
F -0.22 -1.80 3.61  0.1632
F 1.38 -1.66 2.26  0.1452
C 0.69 0.30 3.47  -0.3827
F 1.14 -0.05 4.66  0.1860
F -0.46 0.95 3.68  0.1754
C 1.70 1.26 2.81  -0.3940
F 1.15 2.01 1.85  0.1610
F 2.78 0.67 2.38  0.1934
C 2.19 2.30 3.90  -0.4487
O 3.29 2.64 3.86  0.2091
O 1.33 2.74 4.81  0.1532
C 0.87 -0.01 -0.30  -0.0498
C 0.97 -0.88 -1.57  -0.2167
C 1.70 -2.25 -1.54  -0.2959
C 2.66 -2.46 -0.35  -0.0156
F 0.74 -3.25 -1.52  0.0035
O -0.36 -0.88 -2.06  0.0675
C -1.20 -0.93 -0.96  -0.4437
O -2.17 -1.54 -1.01  0.2014
H -2.78 3.07 -1.62  0.0642
H -1.55 4.29 -1.34  0.0758
H -2.48 3.74 0.03  0.0550
H -0.06 2.82 -0.27  0.1035
H -0.65 1.85 -1.60  0.1147
H -1.22 1.66 1.38  0.0934
H 1.87 3.00 5.57  0.1505
H 1.62 -0.15 0.48  0.0846
H 1.16 0.98 -0.67  0.1178
H 1.55 -0.32 -2.31  0.1548
H 2.31 -2.35 -2.44  0.1281
H 3.48 -3.09 -0.72  0.0758
H 2.16 -3.06 0.41  0.0860
H 3.12 -1.55 0.03  0.0803
C -6.15 3.31 1.60  -0.0924
C -5.23 4.31 2.29  -0.2752
N -5.42 5.68 1.84  -0.1978
C -4.36 6.58 2.28  -0.2526
C -4.21 6.82 3.79  -0.0878
C -6.77 6.20 1.94  -0.2484
C -7.44 6.21 3.32  -0.0844
H -6.06 3.38 0.51  0.0789
H -5.89 2.30 1.90  0.0654
H -7.20 3.47 1.86  0.0648
H -4.20 4.01 2.06  0.1045
H -5.36 4.21 3.38  0.1015
H -4.48 7.54 1.78  0.1111
H -3.41 6.18 1.91  0.1041
H -4.99 7.48 4.17  0.0542
H -3.26 7.32 3.98  0.0693
H -4.21 5.90 4.36  0.0661
H -7.41 5.63 1.26  0.1009
H -6.79 7.22 1.54  0.1139
H -7.29 5.27 3.86  0.0670
H -8.52 6.35 3.21  0.0713
H -7.08 7.02 3.95  0.0529
C 6.58 -7.67 -2.81  -0.0919
C 5.16 -7.20 -3.10  -0.2752
N 5.05 -5.76 -3.25  -0.1977
C 3.67 -5.28 -3.24  -0.2559
C 2.75 -5.72 -4.38  -0.0783
C 5.91 -5.16 -4.26  -0.2492
C 5.79 -5.66 -5.70  -0.0835
H 6.99 -7.16 -1.94  0.0791
H 6.57 -8.74 -2.60  0.0724
H 7.24 -7.51 -3.66  0.0637
H 4.53 -7.50 -2.25  0.1183
H 4.77 -7.74 -3.98  0.1008
H 3.68 -4.19 -3.20  0.0949
H 3.22 -5.60 -2.30  0.1114
H 2.97 -5.20 -5.31  0.0562
H 1.71 -5.48 -4.12  0.0719
H 2.80 -6.80 -4.56  0.0682
H 6.95 -5.30 -3.94  0.1003
H 5.77 -4.08 -4.25  0.1131
H 5.74 -6.75 -5.76  0.0673
H 6.67 -5.34 -6.27  0.0715
H 4.92 -5.24 -6.21  0.0536

[4]
Formula: C26H44F3N7O7
Source: OMol25
Level of theory: the ωB97M-V functional and the def2-TZVPD basis

## Properties
HOMO, eV: -7.9
Multiplicity: 1
SMILES: C[C@@H](O)COc1cc(C[C@@H](O)C(F)(F)F)c2nc(N)cnc2c1.CN(C)C=O.CN(C)C=O.CN(C)C=O.CN(C)C=O
Net charge: 0

Last column: Löwdin charge in e.
CARTESIAN COORDINATES (ANGSTROEM)
C -1.14 5.66 -2.51  -0.0540
C -2.51 4.90 -2.98  -0.3400
O -2.40 4.56 -4.41  -0.1028
C -2.90 3.65 -2.06  -0.1308
O -1.82 3.21 -1.15  -0.1386
C -1.33 1.98 -1.75  -0.2000
C -1.50 0.64 -0.97  0.0584
C -0.95 -0.67 -1.62  -0.0781
C -1.13 -2.01 -0.71  -0.0941
C -0.71 -1.76 0.83  -0.2255
O -0.77 -3.07 1.50  -0.0581
C 0.78 -1.22 1.02  -0.3283
F 1.66 -1.75 0.05  0.0804
F 0.89 0.21 0.95  0.0629
F 1.32 -1.57 2.32  0.0331
C -0.28 -0.70 -3.05  -0.1257
N 0.15 -1.98 -3.57  0.1182
C 0.71 -1.86 -4.87  -0.2512
N 1.15 -3.08 -5.55  0.0665
C 0.87 -0.49 -5.61  -0.0452
N 0.49 0.78 -5.12  0.0714
C -0.11 0.63 -3.82  -0.1710
C -0.64 1.94 -3.13  0.0782
H -0.22 5.24 -3.04  0.0833
H -1.30 6.76 -2.79  0.0851
H -1.02 5.64 -1.36  0.0942
H -3.39 5.65 -2.92  0.1437
H -1.65 5.13 -4.72  0.0893
H -3.23 2.72 -2.64  0.1396
H -3.81 3.98 -1.42  0.1215
H -1.98 0.63 0.08  0.1108
H -2.27 -2.21 -0.69  0.1323
H -0.62 -2.92 -1.18  0.1185
H -1.51 -1.12 1.35  0.1610
H 0.09 -3.54 1.39  0.1072
H 1.36 -2.91 -6.55  0.0746
H 0.42 -3.82 -5.49  0.0263
H 1.37 -0.52 -6.65  0.1101
H -0.49 2.94 -3.68  0.0997
C 3.91 -2.04 3.81  -0.0609
N 4.50 -2.22 5.13  -0.2006
C 4.04 -3.30 5.97  -0.0444
C 5.48 -1.39 5.60  -0.3344
O 6.01 -1.48 6.69  -0.0059
H 2.84 -1.88 3.92  0.0722
H 4.09 -2.95 3.23  0.0935
H 4.36 -1.19 3.30  0.0897
H 3.64 -2.89 6.90  0.0932
H 4.88 -3.96 6.20  0.0929
H 3.26 -3.87 5.46  0.0874
H 5.76 -0.60 4.89  0.1344
C -3.49 -6.61 -7.12  -0.0571
N -2.42 -6.35 -6.19  -0.1984
C -1.92 -7.43 -5.36  -0.0388
C -1.86 -5.11 -6.06  -0.2985
O -0.95 -4.82 -5.29  -0.0076
H -4.36 -6.97 -6.56  0.0917
H -3.17 -7.38 -7.82  0.0916
H -3.76 -5.71 -7.67  0.0859
H -2.04 -7.16 -4.31  0.0960
H -0.85 -7.57 -5.56  0.0958
H -2.46 -8.35 -5.57  0.0889
H -2.31 -4.36 -6.73  0.1407
C -7.97 3.19 0.09  -0.0649
N -6.91 4.16 0.34  -0.2080
C -5.99 3.92 1.43  -0.0438
C -6.76 5.28 -0.42  -0.3498
O -5.90 6.13 -0.26  0.0078
H -8.60 3.11 0.98  0.0887
H -7.52 2.22 -0.13  0.0884
H -8.58 3.50 -0.76  0.0835
H -6.05 4.75 2.14  0.0947
H -4.97 3.86 1.04  0.0843
H -6.23 2.98 1.94  0.0871
H -7.52 5.36 -1.22  0.1303
C 6.32 1.41 7.52  -0.0654
N 7.36 2.40 7.77  -0.2044
C 8.28 2.18 8.87  -0.0482
C 7.50 3.51 7.00  -0.3512
O 8.34 4.37 7.15  0.0026
H 5.69 1.33 8.41  0.0934
H 6.78 0.45 7.32  0.0649
H 5.70 1.70 6.67  0.0823
H 8.21 3.02 9.56  0.0911
H 9.30 2.14 8.47  0.0919
H 8.05 1.25 9.39  0.0875
H 6.75 3.58 6.20  0.1274

[5]
Formula: C26H44N2O5P2
Source: OMol25
Level of theory: the ωB97M-V functional and the def2-TZVPD basis

## Properties
HOMO, eV: -9.5
Multiplicity: 1
Net charge: 0

Last column: Löwdin charge in e.
CARTESIAN COORDINATES (ANGSTROEM)
C -0.72 3.04 -1.50  -0.0943
C -1.17 2.41 -2.83  -0.2616
C -0.15 1.42 -3.37  -0.2187
C -0.01 0.18 -2.48  -0.2009
C -1.19 -0.76 -2.68  -0.1927
C -1.45 -1.80 -1.57  -0.1795
C -1.11 -1.34 -0.16  -0.1976
C 0.34 -1.59 0.18  -0.1919
O 0.63 -1.50 1.60  -0.1647
P 0.44 -0.08 2.24  0.2925
O 0.56 1.04 1.30  -0.2311
O 1.44 -0.01 3.44  -0.1600
C 2.73 -0.65 3.25  -0.2064
C 3.62 -0.22 4.36  -0.1733
C 3.99 1.28 4.28  -0.1740
C 5.43 1.48 3.84  -0.1877
N 5.60 2.83 3.26  0.0494
C 6.78 3.49 3.56  -0.5229
C 6.68 4.98 3.75  -0.0045
O 7.86 2.89 3.63  0.0425
O -1.01 -0.17 2.92  -0.3540
P -1.73 1.26 3.28  0.6400
N -0.89 2.20 4.19  -0.2506
H 0.35 2.93 -1.35  0.0730
H -0.97 4.09 -1.44  0.0663
H -1.20 2.54 -0.67  0.0515
H -1.32 3.22 -3.54  0.0976
H -2.11 1.90 -2.68  0.0872
H 0.82 1.91 -3.38  0.1083
H -0.37 1.15 -4.40  0.1026
H 0.08 0.55 -1.46  0.0775
H 0.91 -0.32 -2.79  0.1165
H -1.00 -1.32 -3.60  0.1097
H -2.11 -0.21 -2.87  0.0889
H -0.95 -2.74 -1.79  0.1094
H -2.52 -2.02 -1.59  0.1045
H -1.70 -1.88 0.57  0.0954
H -1.36 -0.29 -0.06  0.1038
H 0.57 -2.61 -0.13  0.1276
H 1.02 -0.94 -0.35  0.1067
H 3.13 -0.38 2.28  0.1318
H 2.59 -1.73 3.29  0.1219
H 3.17 -0.41 5.33  0.1176
H 4.52 -0.83 4.34  0.1177
H 3.82 1.74 5.25  0.1155
H 3.33 1.75 3.56  0.1121
H 5.69 0.75 3.08  0.1177
H 6.09 1.36 4.70  0.1213
H 4.80 3.41 3.46  0.1130
H 6.37 5.43 2.81  0.0846
H 7.64 5.36 4.06  0.0791
H 5.91 5.22 4.48  0.0776
H -2.00 1.80 2.02  0.0097
H -2.96 0.88 3.84  0.0117
H -1.33 2.38 5.08  -0.0331
C -3.24 0.78 -8.43  -0.0975
C -3.66 2.09 -8.28  -0.0973
C -3.84 2.62 -7.01  -0.0944
C -3.58 1.84 -5.89  -0.0953
C -3.16 0.53 -6.04  -0.0959
C -3.00 -0.01 -7.31  -0.0943
H -3.11 0.36 -9.42  0.0997
H -3.85 2.70 -9.15  0.0998
H -4.17 3.65 -6.89  0.1004
H -3.71 2.25 -4.90  0.0951
H -2.96 -0.08 -5.17  0.0855
H -2.67 -1.03 -7.43  0.1001
C -3.60 -6.91 2.22  -0.0970
C -4.03 -5.92 1.35  -0.0964
C -3.31 -4.73 1.26  -0.0945
C -2.17 -4.55 2.01  -0.0912
C -1.74 -5.55 2.88  -0.0919
C -2.45 -6.73 2.98  -0.0962
H -4.16 -7.84 2.29  0.1001
H -4.92 -6.06 0.76  0.1001
H -3.65 -3.95 0.59  0.0954
H -1.61 -3.62 1.94  0.0817
H -0.84 -5.40 3.47  0.1012
H -2.12 -7.51 3.65  0.1002

[6]
Formula: C26H44N5O19S
Source: OMol25
Level of theory: the ωB97M-V functional and the def2-TZVPD basis

## Properties
HOMO, eV: -11.8
Multiplicity: 1
Net charge: +1

Last column: Löwdin charge in e.
CARTESIAN COORDINATES (ANGSTROEM)
C -3.47 -1.60 -1.27  -0.0227
C -2.17 -2.50 -1.34  -0.3845
O -2.11 -3.02 -2.67  -0.0323
C -1.00 -1.57 -0.97  -0.0903
O 0.27 -2.29 -0.73  0.0040
N 1.06 -1.44 -0.01  -0.0853
C 1.70 -0.43 -0.62  -0.2790
N 1.71 -0.06 -1.87  0.2610
N 2.38 0.23 0.43  0.2234
C 2.14 -0.37 1.59  -0.3114
N 2.61 0.01 2.85  0.1536
N 1.30 -1.48 1.31  -0.0492
S 0.65 -2.69 2.35  0.7059
C 1.28 -4.29 1.71  -0.0853
O 1.23 -2.53 3.67  -0.2977
O -0.79 -2.69 2.36  -0.2518
H -4.27 -1.95 -1.94  0.0941
H -3.78 -1.46 -0.22  0.0925
H -3.15 -0.59 -1.65  0.0868
H -2.34 -3.34 -0.63  0.1524
H -1.89 -3.97 -2.63  0.1006
H -1.27 -1.10 0.01  0.1439
H -0.93 -0.78 -1.74  0.1291
H 1.04 -0.33 -2.58  0.0904
H 2.47 0.54 -2.17  0.1553
H 3.25 -0.70 3.21  0.1138
H 1.83 0.17 3.49  0.1171
H 2.22 -4.08 1.15  0.0814
H 0.48 -4.72 1.06  0.0791
H 1.55 -4.95 2.56  0.0867
C 1.65 -4.48 8.06  -0.0182
C 2.34 -3.18 7.71  -0.3328
C 2.89 -3.13 6.31  -0.1107
O 3.98 -2.21 6.45  0.0555
C 4.40 -2.29 7.74  -0.5351
O 5.40 -1.80 8.15  0.1539
O 3.52 -3.00 8.50  0.0971
H 0.76 -4.63 7.44  0.0907
H 2.32 -5.33 7.91  0.0928
H 1.36 -4.49 9.11  0.0915
H 1.67 -2.34 7.91  0.1617
H 2.16 -2.77 5.59  0.0959
H 3.29 -4.09 5.97  0.1434
C 2.60 0.39 -7.71  -0.0069
C 2.22 -0.05 -6.32  -0.3277
C 1.34 -1.27 -6.28  -0.0789
O 0.63 -1.08 -5.05  0.0589
C 0.57 0.25 -4.83  -0.5714
O -0.12 0.77 -4.00  0.1269
O 1.39 0.92 -5.67  0.1041
H 3.22 -0.36 -8.21  0.0975
H 1.71 0.58 -8.32  0.0939
H 3.15 1.33 -7.67  0.0934
H 3.12 -0.19 -5.71  0.1577
H 1.91 -2.20 -6.26  0.1441
H 0.62 -1.31 -7.10  0.1473
C -3.55 1.90 -5.27  -0.0118
C -3.50 1.99 -6.78  -0.3353
C -4.34 0.95 -7.48  -0.0980
O -3.65 0.79 -8.72  0.0691
C -2.34 1.10 -8.49  -0.5523
O -1.45 0.90 -9.25  0.1592
O -2.19 1.68 -7.26  0.0795
H -4.55 2.12 -4.89  0.0771
H -3.25 0.91 -4.93  0.0882
H -2.85 2.62 -4.83  0.0936
H -3.76 3.00 -7.11  0.1616
H -5.36 1.28 -7.65  0.1407
H -4.36 -0.02 -6.97  0.1410
C -7.10 5.01 -3.87  -0.0189
C -7.16 3.58 -3.39  -0.3476
C -8.31 3.28 -2.47  -0.0960
O -7.80 2.19 -1.69  0.0689
C -6.45 2.33 -1.66  -0.5539
O -5.73 1.71 -0.94  0.1549
O -6.03 3.27 -2.55  0.0737
H -7.97 5.25 -4.49  0.0945
H -7.07 5.70 -3.02  0.0939
H -6.20 5.18 -4.45  0.0855
H -7.14 2.89 -4.24  0.1525
H -9.21 2.97 -3.01  0.1427
H -8.56 4.10 -1.80  0.1433
C 6.01 0.90 8.10  -0.0328
C 5.98 2.26 8.77  -0.3326
C 5.42 3.35 7.90  -0.1102
O 6.08 4.51 8.41  0.0603
C 7.27 4.09 8.93  -0.5503
O 8.15 4.81 9.27  0.1714
O 7.31 2.73 9.01  0.0886
H 5.00 0.55 7.90  0.0776
H 6.56 0.93 7.17  0.0976
H 6.51 0.18 8.74  0.0821
H 5.47 2.20 9.73  0.1615
H 4.34 3.45 8.00  0.1367
H 5.68 3.25 6.84  0.1372